No. 1
This record from OMol25 describes a structure of composition C52H48InN3O18PS in a non-equilibrium geometry. The level of theory is the ωB97M-V functional and the def2-TZVPD basis.

Kohn-Sham gap ... 2.6692 eV
Lowest unoccupied orbital energy ... -0.604 eV
Total charge ... -1
Spin multiplicity ... 1
E_tot ... -121316.4463 eV

XYZ file:
```
124
C52H48InN3O18PS the ωB97M-V functional and the def2-TZVPD basis
C 5.337 3.048 1.324
In 4.044 2.247 -0.345
C 4.725 3.343 -2.198
C 3.837 3.175 -3.444
C 3.665 1.685 -3.773
C 3.451 1.373 -5.253
O 4.608 0.741 -5.831
C 4.677 -0.572 -5.597
O 5.721 -1.169 -5.477
C 1.926 2.731 0.226
C 0.823 2.467 -0.831
S -0.510 1.356 -0.221
C -0.004 -0.214 -0.742
N 0.997 -0.918 -0.380
N 0.946 -2.073 -1.115
C -0.075 -2.024 -1.850
O -0.743 -0.869 -1.671
P 4.513 -0.290 -0.334
N 3.998 -1.109 -1.806
O 6.207 -0.397 -0.488
H 6.279 2.512 1.265
H 5.513 4.110 1.205
H 4.841 2.820 2.260
H 5.739 3.079 -2.490
H 4.762 4.412 -1.975
H 4.363 3.619 -4.295
H 2.874 3.671 -3.345
H 4.542 1.173 -3.402
H 2.808 1.325 -3.209
H 3.193 2.261 -5.814
H 2.621 0.671 -5.335
H 3.723 -1.123 -5.581
H 1.698 2.124 1.092
H 1.880 3.769 0.518
H 1.184 2.133 -1.798
H 0.290 3.399 -1.003
H -0.416 -2.765 -2.539
H 4.671 -1.047 -2.560
H 3.077 -0.832 -2.105
H 6.481 0.495 -0.720
C 1.298 8.787 0.625
C 1.862 7.836 1.364
C 1.253 6.486 1.477
O 1.760 5.618 2.147
C -0.007 6.239 0.729
C -0.569 7.192 -0.010
C 0.039 8.541 -0.120
O -0.474 9.410 -0.795
H 1.725 9.778 0.530
H 2.781 7.994 1.913
H -0.432 5.248 0.823
H -1.487 7.033 -0.562
C -6.241 -2.335 -1.420
C -6.172 -1.717 -0.243
C -4.868 -1.303 0.331
O -4.804 -0.742 1.406
C -3.643 -1.600 -0.453
C -3.713 -2.218 -1.629
C -5.017 -2.633 -2.205
O -5.080 -3.192 -3.279
H -7.181 -2.644 -1.854
H -7.053 -1.491 0.345
H -2.704 -1.286 -0.016
H -2.835 -2.445 -2.217
C -9.679 0.830 -0.188
C -10.002 2.117 -0.284
C -10.062 2.801 -1.599
O -10.356 3.974 -1.687
C -9.748 1.994 -2.805
C -9.425 0.708 -2.710
C -9.368 0.025 -1.394
O -9.076 -1.148 -1.306
H -9.626 0.313 0.763
H -10.233 2.723 0.583
H -9.797 2.512 -3.755
H -9.192 0.102 -3.577
C 2.011 -4.951 4.317
C 1.710 -3.659 4.237
C 1.657 -2.962 2.927
O 1.365 -1.790 2.851
C 1.961 -3.765 1.712
C 2.265 -5.058 1.799
C 2.309 -5.751 3.105
O 2.568 -6.937 3.184
H 2.040 -5.483 5.259
H 1.477 -3.062 5.110
H 1.917 -3.242 0.764
H 2.485 -5.660 0.926
C 11.137 0.856 -1.138
C 11.785 -0.092 -0.468
C 11.234 -1.466 -0.354
O 11.830 -2.328 0.260
C 9.938 -1.740 -1.015
C 9.288 -0.794 -1.688
C 9.837 0.580 -1.803
O 9.253 1.447 -2.414
H 11.520 1.865 -1.233
H 12.733 0.088 0.022
H 9.553 -2.747 -0.919
H 8.338 -0.976 -2.173
C -7.673 1.043 5.667
C -8.284 0.720 4.531
C -7.806 -0.406 3.693
O -8.368 -0.697 2.656
C -6.621 -1.160 4.168
C -6.009 -0.838 5.304
C -6.486 0.287 6.145
O -5.934 0.581 7.182
H -8.005 1.860 6.293
H -9.151 1.257 4.167
H -6.288 -1.975 3.541
H -5.142 -1.375 5.668
C -2.595 -5.046 2.301
C -3.141 -5.299 1.115
C -2.638 -6.401 0.256
O -3.135 -6.629 -0.826
C -1.504 -7.208 0.771
C -0.957 -6.955 1.958
C -1.462 -5.855 2.816
O -0.962 -5.620 3.894
H -2.943 -4.245 2.942
H -3.968 -4.721 0.720
H -1.152 -8.005 0.128
H -0.126 -7.529 2.350
```

No. 2
This record from OMol25 describes a structure of composition C52H48IrN7O2S5. The level of theory is the ωB97M-V functional and the def2-TZVPD basis.

Kohn-Sham gap (alpha / beta) ... 6.7812 / 6.8318 eV
Lowest unoccupied orbital energy (alpha / beta) ... -4.313 / -5.871 eV
Total charge ... +2
Spin multiplicity ... 5
E_tot ... -126223.1542 eV

XYZ file:
```
115
C52H48IrN7O2S5 the ωB97M-V functional and the def2-TZVPD basis
Ir -0.163 -0.057 -0.637
O 2.007 0.131 -0.912
N 2.503 1.336 -0.638
C 3.785 1.395 -0.211
C 4.367 2.597 0.071
C 3.616 3.766 -0.080
C 2.312 3.681 -0.502
C 1.733 2.439 -0.790
S 0.106 2.256 -1.328
H 4.271 0.436 -0.105
H 5.395 2.620 0.402
H 4.053 4.731 0.140
H 1.698 4.562 -0.625
N -2.184 -0.416 -0.513
S -3.305 -0.317 0.419
N -3.221 -0.865 1.945
S -2.370 -2.028 2.486
N -0.973 -1.745 3.065
S -0.055 -0.448 2.751
N 0.102 0.121 1.408
C -0.648 0.773 3.887
C -0.661 0.506 5.252
C -1.137 1.483 6.109
C -1.585 2.698 5.597
C -1.558 2.945 4.232
C -1.081 1.977 3.358
C 1.469 -1.022 3.439
C 1.635 -2.294 3.971
C 2.903 -2.673 4.393
C 3.966 -1.789 4.287
C 3.778 -0.517 3.761
C 2.526 -0.124 3.326
C -2.192 -3.371 1.353
C -0.955 -3.988 1.237
C -0.856 -5.121 0.443
C -1.976 -5.609 -0.214
C -3.208 -4.973 -0.088
C -3.330 -3.852 0.712
C -3.317 -2.689 3.827
C -2.983 -3.945 4.320
C -3.722 -4.459 5.371
C -4.773 -3.726 5.911
C -5.083 -2.468 5.413
C -4.355 -1.938 4.358
C -4.758 -1.111 -0.212
C -5.859 -1.339 0.606
C -6.967 -1.968 0.065
C -6.963 -2.356 -1.271
C -5.858 -2.112 -2.074
C -4.738 -1.481 -1.548
C -3.831 1.346 0.745
C -3.503 2.258 -0.249
C -3.901 3.579 -0.100
C -4.626 3.964 1.019
C -4.949 3.038 2.004
C -4.551 1.718 1.876
H -0.304 -0.443 5.635
H -1.150 1.304 7.175
H -1.948 3.461 6.274
H -1.897 3.896 3.843
H -1.024 2.149 2.290
H 0.791 -2.962 4.067
H 3.055 -3.659 4.812
H 4.950 -2.092 4.619
H 4.612 0.168 3.685
H 2.365 0.858 2.898
H -0.095 -3.585 1.753
H 0.098 -5.620 0.339
H -1.893 -6.496 -0.828
H -4.077 -5.360 -0.603
H -4.288 -3.363 0.831
H -2.162 -4.513 3.898
H -3.480 -5.436 5.767
H -5.354 -4.139 6.725
H -5.892 -1.895 5.846
H -4.576 -0.958 3.966
H -5.848 -1.034 1.645
H -7.835 -2.155 0.683
H -7.832 -2.848 -1.688
H -5.865 -2.411 -3.114
H -3.856 -1.291 -2.145
H -2.936 1.938 -1.113
H -3.649 4.304 -0.862
H -4.944 4.993 1.125
H -5.508 3.347 2.878
H -4.780 0.996 2.644
C 3.319 0.153 -3.957
C 2.021 -0.621 -4.156
C 2.190 -2.122 -3.956
N 2.639 -2.451 -2.596
C 1.884 -2.497 -1.531
S 0.168 -2.345 -1.598
N 2.444 -2.663 -0.292
C 3.801 -2.651 0.108
O 4.072 -2.119 1.157
C 4.806 -3.326 -0.750
C 6.086 -2.783 -0.821
C 7.058 -3.411 -1.584
C 6.758 -4.592 -2.252
C 5.486 -5.147 -2.164
C 4.505 -4.511 -1.421
H 3.153 1.223 -4.078
H 4.079 -0.149 -4.682
H 3.721 -0.001 -2.952
H 1.640 -0.474 -5.168
H 1.258 -0.250 -3.469
H 2.964 -2.504 -4.622
H 1.268 -2.661 -4.157
H 3.639 -2.532 -2.461
H 1.838 -2.334 0.451
H 6.309 -1.877 -0.273
H 8.050 -2.986 -1.649
H 7.521 -5.087 -2.838
H 5.263 -6.075 -2.672
H 3.512 -4.938 -1.349
```

No. 3
This record from OMol25 describes a structure of composition C52H49ClN6O3TeTi in a non-equilibrium geometry. The level of theory is the ωB97M-V functional and the def2-TZVPD basis.

Kohn-Sham gap ... 7.3921 eV
Lowest unoccupied orbital energy ... 0.159 eV
Total charge ... 0
Spin multiplicity ... 1
E_tot ... -112733.8640 eV

XYZ file:
```
113
C52H49ClN6O3TeTi the ωB97M-V functional and the def2-TZVPD basis
Ti -0.664 1.508 1.553
C -2.621 0.912 -5.067
C -2.089 1.436 -3.745
C -0.750 1.571 -3.566
C -0.236 1.962 -2.370
C -1.085 2.239 -1.203
N -0.367 2.574 -0.004
C 0.092 3.829 0.156
C -0.634 5.015 -0.183
C -0.104 6.244 0.260
C 0.997 6.417 1.102
C 1.364 7.825 1.569
C 1.669 5.289 1.445
C 1.272 4.042 0.915
N 2.052 2.901 1.331
C 3.400 2.698 1.367
C 3.655 1.479 1.946
C 2.397 1.064 2.311
N 1.417 1.881 1.967
C -2.449 2.134 -1.479
C -2.916 1.685 -2.670
N -3.449 2.403 -0.514
C -4.569 1.621 -0.286
C -5.357 2.252 0.651
C -4.554 3.381 1.093
N -3.447 3.505 0.384
H -1.951 1.020 -5.896
H -3.556 1.434 -5.305
H -2.739 -0.160 -4.991
H -0.068 1.312 -4.423
H 0.856 2.040 -2.286
H -1.605 4.906 -0.652
H -0.675 7.093 0.100
H 2.397 7.940 1.827
H 0.817 7.964 2.479
H 1.183 8.596 0.872
H 2.576 5.346 1.992
H 4.003 3.520 1.068
H 4.491 0.904 2.220
H 2.209 0.121 2.761
H -3.969 1.623 -2.809
H -4.707 0.734 -0.885
H -6.253 1.833 1.007
H -4.844 4.114 1.849
Cl -5.767 0.026 6.260
C -4.647 0.845 5.198
C -4.022 2.031 5.572
C -3.016 2.589 4.803
C -2.553 1.909 3.648
O -1.372 2.239 3.112
C -3.252 0.744 3.265
C -2.977 -0.015 1.984
O -2.320 0.791 1.101
C -4.247 0.239 4.034
H -4.292 2.432 6.597
H -2.475 3.483 5.193
H -3.938 -0.463 1.563
H -4.761 -0.643 3.680
C 5.426 -1.615 -6.017
C 4.437 -1.363 -4.905
C 4.788 -0.605 -3.839
C 3.927 -0.448 -2.756
C 4.508 0.124 -1.505
C 2.635 -0.970 -2.867
Te 1.417 -0.734 -1.091
N -0.176 -0.313 1.819
C -0.909 -1.254 2.281
O -2.241 -1.202 2.312
C -0.304 -2.467 2.898
C 1.056 -2.776 2.772
C 1.467 -4.015 3.307
C 0.609 -4.820 3.968
C -0.746 -4.509 4.154
C -1.199 -3.347 3.509
C 0.796 -2.719 -0.684
C -0.626 -2.930 -0.807
C -1.641 -1.880 -1.322
C -1.132 -4.151 -0.317
C -0.313 -5.153 0.130
C -0.801 -6.462 0.547
C 1.086 -5.015 0.032
C 1.647 -3.800 -0.365
C 3.133 -3.638 -0.371
C 2.300 -1.870 -3.866
C 0.904 -2.524 -3.999
C 3.214 -2.069 -4.861
H 5.645 -0.605 -6.359
H 5.128 -2.203 -6.888
H 6.346 -2.071 -5.664
H 5.760 -0.155 -3.806
H 5.457 0.606 -1.784
H 4.786 -0.714 -0.772
H 3.928 0.884 -1.000
H 1.700 -2.127 2.194
H 2.472 -4.341 3.196
H 0.949 -5.752 4.426
H -1.382 -5.110 4.786
H -2.290 -3.072 3.506
H -2.503 -2.418 -1.667
H -1.227 -1.382 -2.185
H -1.873 -1.026 -0.639
H -2.149 -4.438 -0.386
H -0.315 -7.260 -0.049
H -1.872 -6.552 0.276
H -0.546 -6.670 1.547
H 1.741 -5.811 0.232
H 3.711 -4.562 -0.548
H 3.442 -3.304 0.610
H 3.536 -2.926 -1.100
H 0.275 -2.652 -3.156
H 1.077 -3.515 -4.361
H 0.410 -1.982 -4.782
H 2.982 -2.728 -5.684
```

No. 4
This record from OMol25 describes a structure of composition C52H49ClN7O3PtS in a non-equilibrium geometry. The level of theory is the ωB97M-V functional and the def2-TZVPD basis.

Kohn-Sham gap (alpha / beta) ... 6.5372 / 3.1243 eV
Lowest unoccupied orbital energy (alpha / beta) ... -7.334 / -11.733 eV
Total charge ... +3
Spin multiplicity ... 5
E_tot ... -97867.5887 eV

XYZ file:
```
114
C52H49ClN7O3PtS the ωB97M-V functional and the def2-TZVPD basis
Pt -1.499 -22.514 -0.493
C 1.646 -21.310 -3.852
O 0.973 -22.563 -4.094
C 0.266 -22.752 -3.001
N 0.135 -21.793 -2.163
C 0.751 -20.639 -2.833
C -0.293 -19.730 -3.444
C -0.452 -18.439 -2.936
C -1.443 -17.579 -3.438
C -2.299 -17.992 -4.435
C -2.173 -19.305 -4.929
C -1.194 -20.154 -4.443
C -0.451 -24.074 -2.859
C -0.449 -25.096 -3.803
C -1.188 -26.235 -3.602
C -1.780 -26.454 -2.393
C -1.805 -25.355 -1.484
N -1.195 -24.168 -1.745
C -2.498 -25.431 -0.192
N -2.799 -24.372 0.494
C -3.440 -24.771 1.719
C -3.142 -26.340 1.735
O -2.798 -26.639 0.336
C -4.918 -24.447 1.834
C -5.868 -24.671 0.844
C -7.208 -24.731 1.116
C -7.653 -24.572 2.406
C -6.750 -24.353 3.441
C -5.393 -24.272 3.181
H 2.627 -21.487 -3.434
H 1.696 -20.768 -4.767
H 1.373 -20.050 -2.158
H 0.204 -18.018 -2.183
H -1.433 -16.574 -3.044
H -3.077 -17.366 -4.874
H -2.848 -19.659 -5.741
H -1.019 -21.123 -4.908
H 0.167 -24.912 -4.692
H -1.211 -26.977 -4.351
H -2.243 -27.399 -2.140
H -2.932 -24.359 2.622
H -2.212 -26.652 2.290
H -4.026 -26.943 2.008
H -5.547 -24.802 -0.184
H -7.937 -24.887 0.367
H -8.723 -24.626 2.722
H -7.111 -24.326 4.455
H -4.688 -24.256 4.028
S -1.471 -23.120 4.442
C -0.661 -24.628 4.202
C -0.402 -25.678 5.149
C 0.305 -26.681 4.648
C 0.716 -26.780 3.285
C 0.491 -25.780 2.387
C -0.266 -24.682 2.824
N -0.596 -23.657 2.108
C -1.170 -22.622 2.848
C -1.403 -21.325 2.341
C -1.530 -20.283 3.266
C -1.500 -18.953 2.918
C -1.335 -18.567 1.599
C -1.296 -19.671 0.622
C -1.368 -21.026 0.959
H -0.654 -25.479 6.156
H 0.602 -27.521 5.248
H 1.276 -27.628 2.987
H 0.872 -25.878 1.389
H -1.526 -20.470 4.377
H -1.610 -18.129 3.598
H -1.408 -17.585 1.188
H -1.275 -19.276 -0.382
C -8.554 -19.793 -0.864
C -7.083 -19.971 -1.185
C -6.641 -21.470 -1.101
C -6.414 -19.219 0.022
C -6.742 -19.337 -2.581
O -7.385 -20.139 -3.557
C -7.192 -17.846 -2.616
C -7.211 -16.976 -3.968
C -5.952 -16.466 -4.564
C -5.144 -15.746 -3.733
C -4.071 -15.084 -4.309
C -3.908 -15.272 -5.640
Cl -2.398 -14.436 -6.255
C -4.596 -15.968 -6.491
C -5.736 -16.601 -5.912
C -5.269 -19.277 -2.989
N -4.411 -20.418 -2.776
C -3.477 -20.540 -1.834
N -3.031 -21.798 -1.823
C -3.727 -22.419 -2.809
N -4.572 -21.579 -3.418
H -8.717 -20.380 0.047
H -9.201 -20.194 -1.601
H -8.854 -18.781 -0.671
H -7.088 -21.980 -0.215
H -5.568 -21.468 -0.948
H -6.985 -21.956 -1.990
H -6.367 -19.877 0.870
H -6.946 -18.318 0.370
H -5.352 -18.957 -0.207
H -7.771 -19.567 -4.253
H -6.728 -17.315 -1.766
H -8.248 -17.920 -2.366
H -7.696 -16.056 -3.673
H -7.781 -17.499 -4.762
H -5.240 -15.581 -2.674
H -3.447 -14.437 -3.748
H -4.375 -15.934 -7.563
H -6.468 -17.079 -6.519
H -4.745 -18.485 -2.397
H -5.214 -18.954 -4.059
H -3.146 -19.762 -1.202
H -3.624 -23.470 -3.095
```